The following is a DFT calculation (ωB97M-V with the def2-TZVPD basis set) of a molecular structure, C52H50N8O2P2PbSe2.

Geometry (Å):
Pb -0.009 0.345 -0.156
O 0.859 4.692 0.876
C 0.375 5.356 -0.190
C 0.589 6.736 -0.225
C 0.132 7.488 -1.286
C -0.549 6.884 -2.342
C -0.756 5.521 -2.315
C -0.302 4.734 -1.252
C -0.537 3.272 -1.258
O -0.331 2.637 -0.154
N -0.918 2.722 -2.392
N -1.155 1.387 -2.213
C -1.690 0.754 -3.177
C -2.113 -0.642 -2.983
C -2.721 -1.346 -4.015
C -3.214 -2.615 -3.753
C -3.099 -3.125 -2.472
C -2.464 -2.353 -1.507
N -1.964 -1.151 -1.755
H 0.554 3.761 0.815
H 1.119 7.187 0.605
H 0.304 8.558 -1.293
H -0.912 7.476 -3.171
H -1.277 5.023 -3.121
H -1.918 1.259 -4.115
H -2.817 -0.896 -4.994
H -3.698 -3.187 -4.534
H -3.500 -4.095 -2.213
H -2.379 -2.697 -0.483
C 3.291 -1.820 2.946
C 2.297 -2.382 1.968
C 0.929 -2.318 2.234
C 0.004 -2.859 1.352
C 0.435 -3.466 0.175
C 1.791 -3.524 -0.106
C 2.711 -2.986 0.786
H 3.046 -0.783 3.188
H 4.304 -1.855 2.546
H 3.279 -2.384 3.881
H 0.585 -1.833 3.141
H -1.054 -2.794 1.581
H -0.283 -3.890 -0.516
H 2.137 -3.996 -1.017
H 3.771 -3.044 0.564
Se -5.140 -1.867 5.174
P -3.553 -0.511 5.063
C -2.101 -1.124 5.983
C -1.883 -0.877 7.333
C -0.871 -1.541 8.012
C -0.068 -2.456 7.351
C -0.277 -2.707 6.002
C -1.291 -2.050 5.324
C -4.030 1.144 5.639
C -4.437 1.349 6.956
C -4.815 2.612 7.381
C -4.831 3.677 6.486
C -4.497 3.464 5.158
C -4.104 2.201 4.737
C -2.858 -0.232 3.418
C -1.791 0.523 2.920
N -1.729 0.235 1.600
N -2.678 -0.643 1.309
N -3.362 -0.938 2.385
P -0.598 1.740 3.487
Se 1.277 1.426 2.497
C -0.349 1.712 5.283
C 0.682 0.928 5.800
C 0.973 0.968 7.152
C 0.242 1.792 7.997
C -0.790 2.565 7.491
C -1.087 2.530 6.136
C -1.282 3.364 3.086
C -2.237 3.500 2.082
C -2.668 4.763 1.706
C -2.149 5.889 2.327
C -1.189 5.756 3.321
C -0.747 4.498 3.693
H -2.491 -0.162 7.868
H -0.711 -1.335 9.062
H 0.717 -2.977 7.886
H 0.339 -3.428 5.478
H -1.473 -2.280 4.281
H -4.496 0.515 7.642
H -5.119 2.763 8.409
H -5.129 4.662 6.822
H -4.532 4.277 4.443
H -3.856 2.043 3.697
H 1.268 0.308 5.135
H 1.774 0.357 7.545
H 0.479 1.831 9.053
H -1.367 3.209 8.143
H -1.880 3.155 5.750
H -2.631 2.625 1.581
H -3.402 4.865 0.916
H -2.482 6.874 2.024
H -0.770 6.634 3.794
H 0.024 4.399 4.447
C 2.855 2.743 -1.058
C 4.212 2.943 -1.784
N 4.754 1.653 -2.220
C 3.821 1.039 -3.162
C 2.421 0.893 -2.511
N 2.482 1.322 -1.103
C 3.505 0.528 -0.409
C 4.892 0.781 -1.054
H 2.066 3.324 -1.537
H 2.900 3.047 -0.011
H 4.944 3.420 -1.129
H 4.097 3.577 -2.665
H 4.224 0.067 -3.455
H 3.773 1.660 -4.058
H 2.074 -0.145 -2.541
H 1.674 1.511 -3.015
H 3.214 -0.524 -0.474
H 3.496 0.805 0.648
H 5.358 -0.154 -1.372
H 5.571 1.264 -0.349

**Highest occupied orbital energy**: -0.276 Ha
**Energy above the lowest of the compared OMol25 structures with the same formula, charge and spin**: 0.0 kcal per mole
**Multiplicity**: 1
**HOMO-LUMO gap**: 7.201 eV
**Charge**: 0
**E**: -8278.58496 a.u.
**Lowest unoccupied orbital energy**: -0.31 eV

The following is a DFT calculation (ωB97M-V with the def2-TZVPD basis set) of a molecular structure, C52H51N5O9P2SY.

Geometry (Å):
Y 0.126 0.413 0.591
N 0.386 0.943 3.018
C -0.904 0.749 3.715
C -1.580 -0.523 3.191
O -2.060 -1.317 4.013
N -1.549 -0.608 1.864
C -2.141 -1.810 1.291
C -1.154 -2.426 0.314
O -1.004 -3.647 0.212
O -0.472 -1.565 -0.368
H 1.004 0.167 3.241
H 0.833 1.796 3.323
H -1.543 1.605 3.490
H -0.790 0.655 4.795
H -3.036 -1.552 0.711
H -2.431 -2.530 2.055
O 1.918 -0.332 -0.805
P 2.006 -1.670 -1.487
C 1.948 -3.077 -0.346
P 2.236 -2.596 1.383
O 1.413 -1.441 1.864
C 1.831 -4.059 2.347
C 2.651 -5.184 2.367
C 2.275 -6.299 3.098
C 1.083 -6.285 3.813
C 0.269 -5.162 3.798
C 0.637 -4.044 3.063
C 4.009 -2.328 1.592
C 4.403 -1.693 2.770
C 5.744 -1.463 3.025
C 6.704 -1.866 2.103
C 6.319 -2.498 0.932
C 4.974 -2.731 0.676
C 0.812 -1.891 -2.805
C 0.342 -3.141 -3.191
C -0.572 -3.238 -4.228
C -1.019 -2.091 -4.871
C -0.556 -0.844 -4.478
C 0.365 -0.741 -3.447
C 3.626 -1.774 -2.285
C 3.966 -2.871 -3.073
C 5.229 -2.957 -3.636
C 6.153 -1.940 -3.423
C 5.813 -0.841 -2.650
C 4.551 -0.758 -2.076
H 2.653 -3.861 -0.629
H 0.923 -3.486 -0.334
H 3.589 -5.186 1.822
H 2.911 -7.175 3.117
H 0.790 -7.156 4.386
H -0.661 -5.149 4.351
H -0.001 -3.169 3.045
H 3.650 -1.372 3.480
H 6.042 -0.965 3.938
H 7.752 -1.680 2.299
H 7.062 -2.804 0.206
H 4.694 -3.214 -0.251
H 0.642 -4.033 -2.655
H -0.954 -4.208 -4.517
H -1.746 -2.170 -5.669
H -0.923 0.055 -4.956
H 0.701 0.236 -3.121
H 3.239 -3.654 -3.262
H 5.489 -3.809 -4.251
H 7.137 -2.004 -3.870
H 6.528 -0.044 -2.491
H 4.282 0.086 -1.455
C -1.055 2.105 -0.456
C -1.478 3.204 -0.825
C -1.906 4.444 -1.365
C -1.296 4.846 -2.615
C -0.518 3.917 -3.356
C 0.149 4.264 -4.516
C 0.102 5.562 -5.016
C -0.640 6.499 -4.309
C -1.321 6.159 -3.151
C -2.860 5.209 -0.597
C -3.016 4.959 0.792
C -3.876 5.695 1.584
C -4.649 6.723 1.047
C -4.568 6.946 -0.324
C -3.711 6.210 -1.126
H -0.458 2.902 -2.985
H 0.730 3.508 -5.033
H 0.638 5.835 -5.916
H -0.684 7.526 -4.656
H -1.850 6.944 -2.631
H -2.439 4.153 1.230
H -3.943 5.466 2.642
H -5.319 7.302 1.670
H -5.201 7.697 -0.785
H -3.736 6.377 -2.193
C -1.873 9.357 1.556
C -1.467 8.207 0.648
S 0.264 7.866 0.819
O 1.032 9.009 0.375
O 0.514 7.370 2.159
C 0.527 6.521 -0.311
C 1.953 5.999 -0.155
N 2.023 4.546 -0.336
C 1.705 3.649 0.619
N 1.898 2.397 0.212
C 2.351 2.489 -1.068
C 2.419 3.798 -1.430
N 2.869 4.306 -2.682
O 3.242 3.483 -3.497
O 2.867 5.509 -2.870
C 1.119 4.030 1.930
H -2.942 9.529 1.439
H -1.334 10.270 1.305
H -1.678 9.108 2.599
H -1.630 8.431 -0.407
H -1.996 7.285 0.892
H 0.328 6.874 -1.323
H -0.217 5.750 -0.083
H 2.326 6.210 0.846
H 2.618 6.460 -0.870
H 2.569 1.627 -1.668
H 1.150 5.099 2.123
H 1.652 3.518 2.729
H 0.070 3.719 1.930

**Highest occupied orbital energy**: -0.096 Ha
**Energy above the lowest of the compared OMol25 structures with the same formula, charge and spin**: 0.0 kcal per mole
**Multiplicity**: 1
**HOMO-LUMO gap**: 4.353 eV
**Charge**: -1
**E**: -4082.54568 a.u.
**Lowest unoccupied orbital energy**: 1.74 eV